A cluster of 2 separate species, H5NO in total in a non-equilibrium geometry, computed with the ωB97M-V functional and the def2-TZVPD basis.

Last column: natural (NBO) charge in e.
Atoms and positions in Å:
N 1.10 0.54 0.22  -1.094
H 1.47 1.36 -0.33  0.360
H 0.95 0.85 1.24  0.370
H 1.77 -0.21 0.17  0.365
O -1.59 -1.18 -0.32  -0.944
H -2.51 -0.90 -0.15  0.463
H -1.19 -0.46 -0.83  0.480

Spin multiplicity: 1
E (eV): -3618.6109
ΔE to the lowest compared entry with this formula, charge and spin (kJ/mol): 29.86
HOMO energy (eV): -10.1
SMILES string: N.O
Frontier orbital gap (eV): 11.14

=====

The molecule C7H8O in a non-equilibrium geometry, computed with the ωB97M-V functional and the def2-TZVPD basis.

Last column: natural (NBO) charge in e.
Atoms and positions in Å:
C -0.87 3.30 -0.41  -0.290
C -0.53 2.34 0.26  -0.082
C -0.03 0.73 0.67  -0.206
C -0.01 0.03 -0.40  0.000
C 0.22 0.20 -1.85  -0.675
C 0.50 -1.52 0.31  0.592
C 0.11 -1.99 1.69  -0.735
O 1.10 -2.23 -0.46  -0.544
H -1.21 4.18 -0.90  0.234
H -0.23 0.61 1.72  0.242
H 0.64 1.18 -2.08  0.242
H 0.96 -0.53 -2.22  0.257
H -0.71 0.07 -2.41  0.240
H 0.68 -1.46 2.45  0.238
H 0.35 -3.06 1.78  0.249
H -0.96 -1.86 1.85  0.238

Spin multiplicity: 1
E (eV): -9431.3647
ΔE to the lowest compared entry with this formula, charge and spin (kJ/mol): 470.61
HOMO energy (eV): -9.3
SMILES string: C#C/C=C(\C)C(C)=O
Frontier orbital gap (eV): 10.01

=====

A cluster of 8 separate species, C21H61N9O11 in total in a non-equilibrium geometry, computed with the ωB97M-V functional and the def2-TZVPD basis.

Last column: Mulliken charge in e.
Atoms and positions in Å:
C 28.80 -4.17 0.28  -0.710
O 28.86 -3.05 1.11  -0.368
C 29.07 -3.33 2.51  -0.533
C 27.69 -3.49 3.22  -0.579
N 27.14 -2.16 3.48  -0.448
C 26.05 -2.28 4.50  0.519
C 24.79 -2.98 4.04  -0.588
O 23.91 -2.20 3.23  -0.430
C 23.37 -1.07 3.92  -0.554
H 27.87 -4.74 0.40  0.245
H 29.64 -4.85 0.45  0.323
H 28.90 -3.85 -0.75  0.265
H 29.69 -2.50 2.83  0.233
H 29.64 -4.24 2.71  0.426
H 27.93 -4.01 4.14  0.329
H 27.02 -4.15 2.67  0.359
H 26.62 -2.03 2.62  0.378
H 25.78 -1.29 4.86  -0.929
H 26.42 -2.84 5.36  0.382
H 24.23 -3.47 4.84  0.400
H 25.03 -3.83 3.40  0.309
H 22.67 -0.68 3.19  0.310
H 24.22 -0.40 4.09  0.139
H 22.91 -1.40 4.86  0.306
C 22.35 3.49 8.87  -0.768
O 23.50 3.21 9.69  0.092
C 23.75 4.19 10.67  -0.673
C 22.86 4.05 11.95  -0.865
N 22.87 2.66 12.33  -0.096
C 22.20 2.23 13.55  -0.720
C 22.31 0.73 13.72  -0.599
O 21.62 0.15 12.61  -0.306
C 20.95 -1.07 12.85  -0.769
H 22.60 4.06 7.97  0.195
H 21.61 4.06 9.44  0.538
H 21.91 2.54 8.56  -0.101
H 23.69 5.20 10.27  0.451
H 24.75 3.96 11.04  0.333
H 21.80 4.22 11.71  0.374
H 23.21 4.67 12.78  0.462
H 22.52 2.05 11.60  0.065
H 21.18 2.63 13.54  0.384
H 22.77 2.59 14.41  0.328
H 21.72 0.50 14.61  0.592
H 23.34 0.39 13.81  0.242
H 21.41 -1.79 12.17  0.163
H 19.90 -1.02 12.56  0.236
H 21.15 -1.51 13.82  0.414
C 28.06 2.55 7.34  -1.624
O 26.75 2.59 6.84  -0.390
C 25.83 3.34 7.63  0.157
C 25.80 4.84 7.25  -1.051
N 26.61 5.67 8.10  -0.358
C 26.44 7.15 7.88  -0.705
C 26.63 7.60 6.41  -0.624
O 25.39 7.46 5.75  -0.302
C 25.54 7.65 4.32  -0.784
H 28.21 1.79 8.12  0.392
H 28.45 3.55 7.54  0.383
H 28.74 2.10 6.61  0.545
H 25.98 3.28 8.71  0.602
H 24.83 3.01 7.37  -0.269
H 24.76 5.16 7.40  0.512
H 26.11 4.85 6.21  0.269
H 26.33 5.38 9.02  0.255
H 27.11 7.79 8.44  0.449
H 25.41 7.36 8.20  0.349
H 27.47 7.01 6.02  0.310
H 26.82 8.67 6.40  0.557
H 25.74 8.72 4.25  0.327
H 24.59 7.38 3.87  0.233
H 26.41 7.14 3.90  0.318
N 24.62 -2.53 9.43  -0.342
C 24.01 -2.20 10.63  0.568
N 23.75 -0.87 10.53  -0.130
O 23.70 -2.86 11.60  -0.668
H 24.60 -1.79 8.75  0.194
H 24.81 -3.50 9.24  0.212
H 23.37 -0.36 11.31  0.135
H 23.93 -0.37 9.69  -0.032
N 21.33 -0.40 8.20  -0.142
C 20.18 0.29 8.23  0.753
N 19.09 -0.52 8.14  -0.460
O 20.13 1.51 8.27  -0.711
H 21.36 -1.39 8.30  0.212
H 22.16 0.17 8.14  -0.078
H 18.19 -0.12 8.33  0.249
H 19.22 -1.49 7.94  0.148
N 27.60 0.55 6.10  -0.227
C 28.90 0.21 6.10  0.310
N 29.09 -0.81 5.22  -0.257
O 29.77 0.66 6.83  -0.699
H 26.92 0.13 5.50  0.163
H 27.30 1.36 6.62  0.871
H 30.00 -1.24 5.25  0.273
H 28.29 -1.32 4.85  0.316
O 24.05 0.81 7.80  -0.255
H 24.43 0.99 6.93  -0.062
H 23.82 1.67 8.15  0.424
O 25.05 2.24 5.77  -0.549
H 25.89 2.68 5.62  0.312
H 24.54 2.39 4.97  0.164

Spin multiplicity: 1
E (eV): -58693.8293
ΔE to the lowest compared entry with this formula, charge and spin (kJ/mol): 487.47
HOMO energy (eV): -8.4
SMILES string: COCCNCCOC.COCCNCCOC.COCCNCCOC.NC(N)=O.NC(N)=O.NC(N)=O.O.O
Frontier orbital gap (eV): 8.64

=====

A cluster of 5 separate species, C4H19NO5 in total in a non-equilibrium geometry, computed with the ωB97M-V functional and the def2-TZVPD basis.

Last column: natural (NBO) charge in e.
Atoms and positions in Å:
C 2.29 -0.51 0.62  -0.452
N 0.97 -0.18 1.27  -0.140
C -0.38 -2.05 -0.09  -0.598
C -0.23 -0.52 0.55  -0.150
C -0.60 0.62 -0.33  -0.105
O -2.00 0.97 -0.40  -0.718
H 2.89 0.18 1.11  0.254
H 2.11 -0.52 -0.41  0.233
H 2.66 -1.50 0.94  0.269
H 0.94 -0.62 2.24  0.442
H -1.16 -2.76 0.28  0.275
H 0.73 -2.45 -0.04  0.214
H -0.42 -1.85 -1.19  0.255
H -1.05 -0.49 1.35  0.250
H 0.10 1.34 0.03  0.185
H -0.33 0.47 -1.38  0.215
H -2.55 0.48 -1.11  0.517
H 1.16 2.75 2.54  0.458
H 2.39 2.62 1.71  0.444
O 2.04 3.20 2.34  -0.895
H -0.90 -2.00 3.11  0.468
H 0.49 -2.52 2.70  0.459
O -0.09 -2.20 3.44  -0.896
H -0.92 2.02 -3.64  0.484
H -1.25 2.08 -2.19  0.494
O -1.21 1.53 -2.96  -0.956
H -0.04 -1.00 -3.40  0.442
H -1.24 -0.13 -3.73  0.486
O -0.84 -1.01 -3.97  -0.935

Spin multiplicity: 2
E (eV): -16171.9900
ΔE to the lowest compared entry with this formula, charge and spin (kJ/mol): 198.37
HOMO energy (spin up / spin down) (eV): -14.1 / -14.1
Net charge: +1
Frontier orbital gap (spin up / spin down) (eV): 10.66 / 5.41

=====

A structure of composition C6H6 in a non-equilibrium geometry, computed with the ωB97M-V functional and the def2-TZVPD basis.

Last column: natural (NBO) charge in e.
Atoms and positions in Å:
C -1.36 -0.55 0.66  -0.166
C -1.11 -0.91 -0.77  -0.256
C -1.09 0.86 0.45  -0.227
C -1.03 0.58 -1.00  -0.214
C 0.02 -0.07 -0.06  -0.006
C 1.84 -0.42 -0.06  -0.527
H -1.69 -0.94 1.61  0.241
H -1.09 1.75 1.07  0.237
H -0.78 1.22 -1.82  0.234
H 2.24 0.30 0.72  0.223
H 2.10 -0.36 -1.12  0.234
H 1.95 -1.46 0.32  0.228

Spin multiplicity: 1
E (eV): -6311.6445
ΔE to the lowest compared entry with this formula, charge and spin (kJ/mol): 729.02
HOMO energy (eV): -8.0
Frontier orbital gap (eV): 8.86